Entry 1
C4H5NOS in the gas phase. Source: OMol25; level of theory: ωB97M-V/def2-TZVPD.

Geometry as ORCA input:
```
! RIJCOSX wB97M-V def2-TZVPD def2/J DEFGRID3
* xyz 0 1
C 1.6323 -1.0623 -0.0318
C 0.4339 -1.6077 -0.1957
C 2.1751 1.3263 0.7063
C -1.5353 1.3644 -0.0559
N 1.9386 0.2279 0.3823
O -1.4085 0.3250 0.8407
S -1.2754 -1.2198 0.1533
H 2.3847 -1.5593 -0.4711
H 0.3555 -2.7029 -0.4354
H -2.1003 2.1528 0.4151
H -0.5747 1.7812 -0.3546
H -2.0257 0.9744 -0.9532
*
```

Computed properties:
LUMO level = 0.02113 Ha
Kohn-Sham gap = 9.65 eV

Here are the Löwdin charges for atoms 1 to 5, given in e: number 1, C, carries -0.213; number 2, C, carries -0.379; number 3, C, carries 0.044; number 4, C, carries -0.217; number 5, N, carries -0.048

Entry 2
C4H5NOS in the gas phase. Source: OMol25; level of theory: ωB97M-V/def2-TZVPD.

Geometry as ORCA input:
```
! RIJCOSX wB97M-V def2-TZVPD def2/J DEFGRID3
* xyz 0 1
O -1.5762 -1.1155 0.9374
C -0.4537 -1.4385 1.4986
C 0.8105 -0.5483 0.8429
S 2.2603 -0.4371 1.5371
N 0.4216 -0.1065 -0.4247
C 0.5448 1.0740 -1.1100
C -0.8589 0.5862 -0.8337
H -0.2671 -2.4416 2.0419
H 1.2624 1.9166 -0.7116
H 0.7774 1.1952 -2.2831
H -1.4419 1.0926 0.0158
H -1.4793 0.2231 -1.5106
*
```

Computed properties:
LUMO level = -0.02740 Ha
Kohn-Sham gap = 8.10 eV

Here are the Löwdin charges for atoms 1 to 5, given in e: number 1, O, carries -0.057; number 2, C, carries -0.086; number 3, C, carries -0.789; number 4, S, carries 0.674; number 5, N, carries -0.108

Entry 3
2 unconnected molecules or ions with the total composition C4H5NOS. Source: OMol25; level of theory: ωB97M-V/def2-TZVPD.

Geometry as ORCA input:
```
! RIJCOSX wB97M-V def2-TZVPD def2/J DEFGRID3
* xyz 0 1
C -0.4630 0.1655 1.1881
C -0.0623 1.5006 1.4265
C 0.0098 -0.2238 -0.0614
C -0.0413 -1.5033 -0.7446
N 0.6503 0.7689 -0.6565
O 0.7287 0.8984 -2.5806
S 0.7479 2.1636 0.1407
H -1.0745 -0.6210 1.6751
H -0.4496 2.0852 2.2639
H 0.4777 -1.2575 -1.7103
H 0.4977 -2.0868 -0.0771
H -1.0213 -1.8899 -0.8639
*
```

Computed properties:
LUMO level (spin up / spin down) = -0.01500 / -0.01497 Ha
Kohn-Sham gap (spin up / spin down) = 8.95 / 8.95 eV

Here are the Löwdin charges for atoms 1 to 5, given in e: number 1, C, carries -0.088; number 2, C, carries -0.391; number 3, C, carries -0.429; number 4, C, carries -0.008; number 5, N, carries -0.366

Entry 4
C4H5NOS in the gas phase. Source: OMol25; level of theory: ωB97M-V/def2-TZVPD.

Geometry as ORCA input:
```
! RIJCOSX wB97M-V def2-TZVPD def2/J DEFGRID3
* xyz 0 1
C -0.2587 0.2687 -0.3715
C 0.3606 -0.2548 0.9800
C 1.6373 -0.8952 0.5150
O 2.0973 -1.9367 0.2522
S 2.8880 0.8373 0.1514
C 4.3858 0.3246 -0.2766
N 5.4420 -0.0311 -0.5179
H -0.2630 -0.6421 -1.0363
H -1.3492 0.6098 -0.3843
H 0.0745 1.2146 -0.8315
H -0.2457 -1.0806 1.3195
H 0.4553 0.4526 1.7687
*
```

Computed properties:
LUMO level = 0.00571 Ha
Kohn-Sham gap = 9.65 eV

Here are the Löwdin charges for atoms 1 to 5, given in e: number 1, C, carries -0.111; number 2, C, carries -0.205; number 3, C, carries -0.437; number 4, O, carries 0.149; number 5, S, carries 0.828

Q: Which of them is the most stable? A: entry 4.

Entry 1
C4H5NOS in the gas phase. Source: OMol25; level of theory: ωB97M-V/def2-TZVPD.

Geometry as ORCA input:
```
! RIJCOSX wB97M-V def2-TZVPD def2/J DEFGRID3
* xyz 0 1
C -2.0928 -0.5604 -0.3711
C -0.8579 -0.2552 0.0640
N 0.2966 -1.0358 0.5072
C 1.3303 -0.3009 0.1596
S 3.0104 -0.2775 -0.2485
C 0.9141 1.1562 0.2459
O -0.4869 1.1423 -0.0959
H -2.6969 0.4790 -0.7278
H -2.5416 -1.5452 -0.1095
H 0.4163 -2.0914 -0.0630
H 1.3158 1.5921 1.1675
H 1.3925 1.6968 -0.5284
*
```

Computed properties:
LUMO level = -0.00032 Ha
Kohn-Sham gap = 8.59 eV

Here are the Löwdin charges for atoms 1 to 5, given in e: number 1, C, carries 0.045; number 2, C, carries -0.347; number 3, N, carries 0.095; number 4, C, carries -0.787; number 5, S, carries 0.608

Entry 2
C4H5NOS in the gas phase. Source: OMol25; level of theory: ωB97M-V/def2-TZVPD.

Geometry as ORCA input:
```
! RIJCOSX wB97M-V def2-TZVPD def2/J DEFGRID3
* xyz 0 1
C 2.2405 1.0445 -0.1310
C 0.5935 1.1189 0.1584
C 2.6087 -0.2803 0.1131
C -0.8371 -1.1282 -0.1451
N 1.7178 -1.0574 0.7263
O 3.6539 -0.8065 -0.2966
S 0.3288 -0.3364 1.0998
H 2.7952 1.6383 -0.9867
H -0.0165 1.9558 0.3197
H -1.7570 -1.2629 0.4467
H -0.2849 -2.0339 -0.4625
H -0.8384 -0.2851 -0.9055
*
```

Computed properties:
LUMO level (spin up / spin down) = -0.05239 / -0.05235 Ha
Kohn-Sham gap (spin up / spin down) = 7.39 / 7.39 eV

Here are the Löwdin charges for atoms 1 to 5, given in e: number 1, C, carries 0.081; number 2, C, carries -0.209; number 3, C, carries -0.753; number 4, C, carries -0.195; number 5, N, carries -0.245

Entry 3
2 unconnected molecules or ions with the total composition C4H5NOS. Source: OMol25; level of theory: ωB97M-V/def2-TZVPD.

Geometry as ORCA input:
```
! RIJCOSX wB97M-V def2-TZVPD def2/J DEFGRID3
* xyz 0 1
C 1.1952 0.1743 -0.7258
C 0.2292 2.4672 -0.7495
C 0.1713 -0.9090 -1.0927
C 0.0533 -2.1430 -0.2403
N -0.0164 2.5493 0.4192
O -0.3778 -0.7966 -2.1626
S 2.4975 -0.0138 0.2822
H 0.9890 1.0270 -1.3566
H -0.7232 -2.1195 0.5182
H 0.0395 -3.0462 -0.9522
H 1.1164 -2.3146 0.3046
H 0.0224 2.9578 1.2513
*
```

Computed properties:
LUMO level = -0.04682 Ha
Kohn-Sham gap = 7.67 eV

Here are the Löwdin charges for atoms 1 to 5, given in e: number 1, C, carries -0.603; number 2, C, carries 0.032; number 3, C, carries -0.516; number 4, C, carries -0.056; number 5, N, carries 0.125

Q: Which of them is the most stable? A: entry 1.

Entry 1
C4H5NOS in the gas phase. Source: OMol25; level of theory: ωB97M-V/def2-TZVPD.

Geometry as ORCA input:
```
! RIJCOSX wB97M-V def2-TZVPD def2/J DEFGRID3
* xyz 0 1
C -1.0866 -2.6919 -0.6890
C -0.4608 -1.6760 -0.7248
C 0.3761 -0.4470 -0.6560
O 1.2686 -0.2745 -1.4712
N -0.0175 0.4941 0.2967
C 0.2916 1.8909 -0.0188
S -0.6122 -0.0292 1.8261
H -1.5125 -3.6556 -0.6248
H 1.1192 2.2713 0.6322
H 0.5666 1.9321 -1.0391
H -0.5799 2.4847 0.1270
H 0.6475 -0.2989 2.3416
*
```

Computed properties:
LUMO level = 0.01947 Ha
Kohn-Sham gap = 10.34 eV

Here are the Löwdin charges for atoms 1 to 5, given in e: number 1, C, carries 0.130; number 2, C, carries -0.060; number 3, C, carries -0.531; number 4, O, carries 0.078; number 5, N, carries -0.507

Entry 2
C4H5NOS in the gas phase. Source: OMol25; level of theory: ωB97M-V/def2-TZVPD.

Geometry as ORCA input:
```
! RIJCOSX wB97M-V def2-TZVPD def2/J DEFGRID3
* xyz 0 1
C -0.2365 -0.4905 -1.0672
C -1.4245 -1.1344 -0.9389
C 0.2270 -0.0007 0.1641
C 1.3604 0.9575 0.3077
N -0.6529 -0.2549 1.1328
O -0.3870 0.3969 2.5108
S -1.9645 -1.1089 0.6921
H 0.3357 -0.3288 -2.0351
H -2.1033 -1.5827 -1.7082
H 1.6881 0.8144 1.2609
H 2.0392 0.7424 -0.6284
H 1.1182 1.9899 0.3095
*
```

Computed properties:
LUMO level = 0.00570 Ha
Kohn-Sham gap = 8.68 eV

Here are the Löwdin charges for atoms 1 to 5, given in e: number 1, C, carries -0.138; number 2, C, carries -0.375; number 3, C, carries -0.350; number 4, C, carries -0.005; number 5, N, carries -0.458

Q: Which of them is the most stable? A: entry 1.

Entry 1
20 unconnected molecules or ions with the total composition H41O20. Source: OMol25; level of theory: ωB97M-V/def2-TZVPD.

Geometry as ORCA input:
```
! RIJCOSX wB97M-V def2-TZVPD def2/J DEFGRID3
* xyz 1 1
O 1.0330 -4.5749 -2.2227
H 1.9994 -4.7201 -2.1721
O 0.8094 -1.0472 -1.7735
H 0.4489 -0.3312 -1.2201
H 1.7069 -0.9239 -1.4181
O 3.8413 2.6146 -2.6657
H 3.8637 3.1973 -3.4358
H 3.0799 2.1139 -2.7753
O 0.5256 0.5680 -4.4619
H 1.3429 0.0182 -4.5985
H 0.1322 0.8301 -5.3768
O 2.8701 3.5830 3.0548
H -4.2138 -2.9291 -0.0043
H 3.4795 3.8978 2.4084
O -3.2504 -3.3555 -0.3658
H -2.0055 -1.4496 -2.2740
H -2.4086 -2.8772 0.0727
O -2.2931 -2.3349 -2.4559
H -2.5423 -2.9076 -1.6243
H -1.0305 -2.5848 -3.1578
O -2.5544 3.2530 2.1745
H -2.0277 3.4734 1.4718
H -2.8986 4.1678 2.4334
O -1.4643 0.0817 -0.0853
H -1.1117 -0.0119 0.8820
H 2.9835 2.7414 2.7928
O -2.1927 3.5365 -1.1910
H -2.1741 2.8846 -1.9865
H -3.0452 3.7433 -1.2585
O -0.2384 3.3616 0.6458
H 0.6054 2.9340 0.5284
H -0.6946 3.6337 -0.1603
O 1.2997 0.4732 4.6277
H 0.9223 0.7904 5.5002
H 1.3404 1.1495 3.9637
O -0.0226 -4.6563 0.7859
H 0.4738 -4.0531 1.5290
H -0.6215 -5.2782 1.3311
O -0.1126 2.8083 3.3479
H -0.7769 3.0955 2.7214
H 0.5683 3.4762 3.0940
O 0.6379 1.6198 -1.2605
H 1.0879 1.4706 -2.0483
H -0.3638 1.7886 -1.4903
O -1.0714 -0.1339 3.9182
H -0.7883 0.6490 4.3532
H -0.2387 -0.5805 3.6117
O -3.8977 -0.8366 2.0429
H -3.3110 -0.0746 2.0347
H -3.8330 -1.2889 2.8596
O 0.0839 -2.7345 -3.4531
H 0.3165 -3.5805 -2.7706
H 0.2561 -1.6966 -3.4975
O 1.1666 -2.6918 2.2479
H 1.6722 -2.0262 1.9041
H 1.9548 -3.3462 2.4970
O 4.4982 0.1219 -2.6229
H 5.1250 0.7425 -2.2886
H 4.4890 0.3273 -3.5925
H 0.8533 -4.5764 -1.2231
H -1.9611 0.8646 0.0856
*
```

Computed properties:
LUMO level = -0.10931 Ha
Kohn-Sham gap = 9.75 eV

Here are the Löwdin charges for atoms 1 to 5, given in e: number 1, O, carries 0.022; number 2, H, carries 0.122; number 3, O, carries -0.073; number 4, H, carries 0.006; number 5, H, carries 0.070

Entry 2
A molecular structure, H41O20. Source: OMol25; level of theory: ωB97M-V/def2-TZVPD.

Geometry as ORCA input:
```
! RIJCOSX wB97M-V def2-TZVPD def2/J DEFGRID3
* xyz 1 1
O -3.3798 1.1897 -3.9696
H 0.1335 -1.2700 5.6668
O 1.2126 -3.2196 0.4247
H 0.9262 -4.1242 0.2549
H 0.4430 -2.7443 0.8140
O 1.3318 1.8257 -0.8178
H 1.9281 1.6722 -0.0995
H 0.4047 1.6786 -0.6570
O 1.2897 0.4221 -3.6240
H 1.9041 0.5215 -4.3566
H -0.5083 -0.0084 0.5157
O 5.7519 -1.5369 0.0201
H -0.1837 -0.9844 2.3549
H 1.9165 0.6051 -2.8809
O 0.5943 -1.5466 2.4261
H -3.7197 -0.9747 0.2743
H 0.6618 -1.4502 3.4188
O -3.0393 -0.3093 0.5007
H -0.6269 -0.5741 -0.9060
H 4.2620 -0.0707 -2.7502
O -1.8352 0.3703 2.5617
H -2.5199 0.9443 2.8671
H -1.6979 -0.2806 3.2767
O -2.4448 1.9331 -1.3916
H -2.1816 1.3042 -0.6066
H 5.6053 -1.9340 -0.8558
O 0.0419 2.0359 2.1506
H -0.4283 2.7882 2.5230
H 0.4239 1.6261 2.9346
O -3.4028 -0.0190 4.5219
H -3.9662 -0.4391 5.1541
H -3.4775 0.0193 1.2846
O 0.1674 -2.7236 -2.4272
H 1.0538 -2.6810 -2.8707
H 0.2587 -3.3399 -1.6819
O 2.7181 -2.2490 -1.9872
H 2.1837 -2.6272 -1.2656
H 2.4999 -1.2783 -2.0583
O 0.7991 -1.1950 4.9485
H -3.1428 1.3532 -1.7609
H 1.5879 -1.5765 5.3193
O -0.5877 0.2570 -0.4080
H -3.4066 0.9270 4.5762
H -3.6567 0.3699 -3.5692
O -1.8805 -1.3410 -3.8051
H -1.5670 -2.1750 -4.1470
H -1.0623 -1.1043 -3.3665
O -3.6379 2.8174 3.7202
H -3.4167 3.7404 3.6790
H -4.2273 2.6219 2.9697
O 3.7563 0.7142 -2.3140
H -4.0608 1.3016 -4.6439
H 4.2997 0.6311 -1.5045
O 3.3926 0.9138 1.7758
H 2.8863 1.1891 2.5471
H 3.3349 -0.0341 1.9095
O -0.4587 1.8917 -2.8963
H -0.6380 2.3397 -3.7633
H 0.4103 2.1628 -2.5085
H 5.4914 -2.3450 0.5094
H -1.4365 2.0052 -2.1833
*
```

Computed properties:
LUMO level = -0.09538 Ha
Kohn-Sham gap = 10.36 eV

Here are the Löwdin charges for atoms 1 to 5, given in e: number 1, O, carries -0.042; number 2, H, carries 0.101; number 3, O, carries -0.066; number 4, H, carries 0.057; number 5, H, carries 0.040

Q: Which of them is the most stable? A: entry 2.

Entry 1
5 unconnected molecules or ions with the total composition C2H16NO5. Source: OMol25; level of theory: ωB97M-V/def2-TZVPD.

Geometry as ORCA input:
```
! RIJCOSX wB97M-V def2-TZVPD def2/J DEFGRID3
* xyz 1 1
C -2.7465 -0.4759 -1.3148
O -3.1803 0.8797 -1.2856
C -1.6541 -0.5485 -0.2665
N -0.5928 0.4784 -0.6194
H -2.4584 -0.6752 -2.3491
H -3.5111 -1.1809 -0.9791
H -3.6303 1.1806 -2.0811
H -2.1391 -0.1344 0.6108
H -1.2801 -1.5533 -0.0939
H 0.3579 0.1202 -0.5782
H -0.6308 1.3112 -0.0445
H -0.7995 0.7853 -1.5705
H 2.9951 -0.1027 -1.9279
H 2.4789 0.6192 -3.1487
O 2.2908 0.4991 -2.2068
H 2.9269 0.8910 4.3241
H 2.8103 1.9283 3.2847
O 2.8194 0.9657 3.3668
H 1.3394 1.8267 1.5757
H 2.4321 0.8459 1.1499
O 1.5191 1.1092 0.9631
H 0.7546 -2.3823 0.8145
H -0.0199 -3.6720 1.2262
O -0.0816 -2.7153 1.1506
*
```

Computed properties:
LUMO level = -0.10481 Ha
Kohn-Sham gap = 11.64 eV

Here are the Löwdin charges for atoms 1 to 5, given in e: number 1, C, carries -0.230; number 2, O, carries -0.060; number 3, C, carries -0.105; number 4, N, carries 0.197; number 5, H, carries 0.131

Entry 2
6 unconnected molecules or ions with the total composition C2H16NO5. Source: OMol25; level of theory: ωB97M-V/def2-TZVPD.

Geometry as ORCA input:
```
! RIJCOSX wB97M-V def2-TZVPD def2/J DEFGRID3
* xyz 1 1
C -0.7618 -1.9430 -1.2430
C -2.8396 -1.2997 -0.3622
N -1.5987 -1.0336 -0.4735
H 0.1358 -2.0260 -0.6400
H -0.5417 -1.5098 -2.2309
H -1.2033 -2.8470 -1.6431
H -3.1706 -2.2874 -0.6484
H -3.4644 -0.5231 0.0883
H -1.1480 -0.1100 -0.2753
H -1.0648 1.0570 2.2330
H 0.0631 0.9309 1.2758
O -0.9085 0.8998 1.2997
H 2.3556 1.5771 -0.5472
H 2.5945 2.0591 -2.0735
O 1.9696 1.6681 -1.4418
H 2.3532 0.6554 1.6747
H 2.2164 1.9908 1.3893
O 2.8699 1.3061 1.1595
H -1.0845 1.8653 -1.7122
H 0.2751 1.0475 -1.9882
O -0.6851 1.0265 -1.8964
H 0.9324 -0.4557 3.3658
H 1.6525 -1.3841 2.2740
O 1.0528 -0.6641 2.4155
*
```

Computed properties:
LUMO level = -0.14579 Ha
Kohn-Sham gap = 10.53 eV

Here are the Löwdin charges for atoms 1 to 5, given in e: number 1, C, carries -0.022; number 2, C, carries 0.168; number 3, N, carries -0.021; number 4, H, carries 0.103; number 5, H, carries 0.109

Q: Which of them is the most stable? A: entry 1.

Entry 1
C3H8N2O in the gas phase. Source: OMol25; level of theory: ωB97M-V/def2-TZVPD.

Geometry as ORCA input:
```
! RIJCOSX wB97M-V def2-TZVPD def2/J DEFGRID3
* xyz 0 1
N 0.0222 1.9452 0.3536
C -0.5577 1.0204 -0.6443
N -1.0099 -0.2268 -0.0431
C -0.0078 -1.0159 0.6275
C 0.8345 -1.8775 -0.2994
O 1.3085 -1.4738 -1.3276
H 0.9164 1.5982 0.6805
H 0.2257 2.8252 -0.1100
H -1.4388 1.5072 -1.0471
H 0.1688 0.7539 -1.4207
H -1.7585 -0.0171 0.6049
H -0.4464 -1.6637 1.3791
H 0.7509 -0.4604 1.2055
H 0.9922 -2.9149 0.0410
*
```

Computed properties:
LUMO level = 0.03499 Ha
Kohn-Sham gap = 10.10 eV

Here are the Löwdin charges for atoms 1 to 5, given in e: number 1, N, carries 0.000; number 2, C, carries -0.298; number 3, N, carries -0.061; number 4, C, carries -0.215; number 5, C, carries -0.241

Entry 2
C3H8N2O in the gas phase. Source: OMol25; level of theory: ωB97M-V/def2-TZVPD.

Geometry as ORCA input:
```
! RIJCOSX wB97M-V def2-TZVPD def2/J DEFGRID3
* xyz 0 1
N 2.6528 -0.5022 1.0961
C 1.2339 -0.7105 1.0453
C 0.6248 0.1578 -0.0542
N -0.8101 0.1159 -0.0461
C -1.5393 0.3175 -1.1785
O -2.7204 0.5714 -1.1979
H 2.9076 0.4710 1.2028
H 3.1276 -1.0370 1.8058
H 0.6915 -0.4237 1.9331
H 1.0352 -1.7384 0.8182
H 1.0273 1.1698 0.0796
H 0.9939 -0.1567 -1.0306
H -1.2507 0.1303 0.8605
H -0.9195 0.1840 -2.0799
*
```

Computed properties:
LUMO level = 0.03353 Ha
Kohn-Sham gap = 10.54 eV

Here are the Löwdin charges for atoms 1 to 5, given in e: number 1, N, carries -0.007; number 2, C, carries -0.294; number 3, C, carries -0.225; number 4, N, carries 0.018; number 5, C, carries -0.367

Q: Which of them is the most stable? A: entry 2.